C28H35F21O14 | wB97M-V/def2-TZVPD

Geometry (Å):
C -3.51 3.43 1.06
C -4.19 2.86 -0.31
O -3.89 1.49 -0.31
C -4.26 0.71 -1.40
O -4.69 1.20 -2.51
C -4.12 -0.80 -1.23
F -3.63 -1.20 -0.05
F -5.26 -1.52 -1.34
F -3.42 -1.32 -2.23
H -2.44 3.56 0.89
H -3.58 2.81 1.96
H -4.00 4.39 1.20
H -3.68 3.28 -1.17
H -5.25 3.08 -0.28
C -2.04 1.42 -5.35
C -2.22 2.75 -4.60
O -1.03 3.09 -3.94
C -0.95 4.13 -3.11
O -1.91 4.82 -2.76
C 0.43 4.35 -2.48
F 0.80 5.59 -2.69
F 0.39 4.16 -1.19
F 1.34 3.46 -2.88
H -1.75 0.72 -4.57
H -1.23 1.52 -6.07
H -3.01 1.11 -5.74
H -2.89 2.58 -3.75
H -2.52 3.61 -5.19
C 3.67 -0.92 3.32
C 3.98 -2.18 4.18
O 4.33 -1.68 5.45
C 4.51 -2.54 6.54
O 4.01 -3.73 6.58
C 5.20 -1.87 7.78
F 4.21 -1.43 8.58
F 5.96 -2.83 8.34
F 5.97 -0.77 7.41
H 3.85 -1.23 2.29
H 4.17 0.03 3.46
H 2.61 -0.72 3.45
H 4.82 -2.77 3.81
H 3.13 -2.85 4.27
C -1.42 -4.44 -1.48
C -1.14 -3.97 -0.07
O 0.30 -4.18 -0.01
C 0.94 -3.61 1.02
O 0.53 -2.82 1.82
C 2.45 -3.87 0.93
F 3.06 -2.72 0.56
F 3.00 -4.11 2.15
F 2.78 -4.88 0.05
H -2.36 -4.12 -1.93
H -1.56 -5.51 -1.39
H -0.66 -4.14 -2.19
H -1.73 -4.45 0.71
H -1.42 -2.92 -0.10
C 4.00 -3.18 -9.05
C 2.81 -2.64 -8.28
O 2.89 -3.21 -6.96
C 2.09 -2.88 -6.04
O 1.27 -1.93 -6.03
C 2.19 -3.78 -4.79
F 1.65 -4.93 -5.12
F 3.44 -4.08 -4.56
F 1.59 -3.29 -3.70
H 3.80 -4.20 -9.40
H 4.89 -3.10 -8.44
H 4.22 -2.62 -9.96
H 1.85 -2.99 -8.66
H 2.92 -1.56 -8.31
C -1.54 4.53 4.04
C -2.75 3.97 4.85
O -2.17 3.66 6.10
C -2.91 2.91 6.92
O -4.03 2.45 6.63
C -2.18 2.52 8.28
F -1.34 1.50 8.06
F -1.33 3.59 8.67
F -3.08 2.15 9.23
H -1.16 5.35 4.66
H -1.96 4.97 3.14
H -0.70 3.92 3.71
H -3.25 3.21 4.26
H -3.41 4.84 4.91
C -0.70 1.12 2.00
C -0.01 1.89 0.88
O 0.67 0.95 0.06
C 0.05 0.47 -1.11
O -1.16 0.57 -1.44
C 1.06 -0.30 -2.01
F 0.77 -1.63 -1.98
F 1.07 0.16 -3.29
F 2.27 -0.21 -1.56
H 0.08 0.63 2.59
H -1.38 0.33 1.68
H -1.16 1.76 2.76
H 0.77 2.50 1.34
H -0.78 2.52 0.42

Output
ΔE to the lowest compared entry with this formula, charge and spin ... 34.7 kJ/mol
E_tot ... -115334.3355 eV
LUMO level (spin up / spin down) ... 1.887 / 1.887 eV
Multiplicity ... 2
Strongest force on any atom ... 7.33 eV/Å
Total charge ... -1

These are the Löwdin partial charges, in e, on atoms 1 to 6:
1 C -0.052
2 C -0.203
3 O -0.110
4 C -0.461
5 O -0.092
6 C -0.610